1.
C32H84F2HgN5O20S2 as an isolated structure, computed with wB97M-V/def2-TZVPD.

The geometry in XYZ format:
```
146
Properties=species:S:1:pos:R:3:lowdin_charge:R:1
Hg 0.09 -1.13 -4.06 1.302
N 0.10 0.19 -2.26 -0.356
S 0.19 1.71 -1.92 0.432
O 1.47 2.31 -2.08 -0.237
O -0.61 2.08 -0.79 -0.273
F -0.63 2.34 -3.14 -0.169
S 0.31 -0.42 -0.65 0.557
O -0.87 -0.89 -0.02 -0.228
O 1.37 0.18 0.07 -0.223
F 1.01 -1.76 -1.15 -0.195
C 1.72 4.65 1.06 -0.226
C 2.03 3.17 1.28 -0.237
O 2.23 2.77 2.62 -0.068
O 2.88 5.44 1.24 -0.061
H 0.97 5.07 1.74 0.125
H 1.40 4.72 0.02 0.106
H 2.89 2.89 0.65 0.115
H 1.16 2.61 0.93 0.082
H 3.18 2.66 2.75 0.054
H 3.09 5.52 2.18 0.085
C -0.42 0.54 3.59 -0.226
C -1.21 1.85 3.56 -0.238
O -0.54 2.90 4.24 -0.062
O 0.30 0.37 4.79 -0.053
H 0.26 0.57 2.73 0.105
H -1.10 -0.29 3.41 0.108
H -2.18 1.69 4.05 0.112
H -1.44 2.15 2.53 0.094
H 0.10 2.42 4.80 0.069
H -0.21 -0.18 5.39 0.096
C -3.47 -5.74 -1.52 -0.227
C -3.34 -4.80 -0.30 -0.216
O -2.93 -3.51 -0.72 -0.105
O -4.45 -6.75 -1.29 -0.045
H -2.52 -6.28 -1.51 0.110
H -3.54 -5.17 -2.45 0.101
H -2.54 -5.26 0.30 0.109
H -4.20 -4.77 0.38 0.123
H -2.53 -3.10 0.07 0.041
H -4.85 -6.91 -2.15 0.089
C 2.41 0.13 -5.32 -0.192
C 2.98 -0.56 -4.09 -0.186
O 2.38 -1.88 -3.93 -0.135
O 1.05 0.62 -5.18 -0.127
H 2.36 -0.55 -6.18 0.132
H 3.11 0.91 -5.61 0.144
H 2.77 0.08 -3.22 0.115
H 4.04 -0.65 -4.30 0.134
H 2.92 -2.51 -4.43 0.116
H 0.83 1.09 -6.00 0.132
C 2.34 -6.28 -1.81 -0.093
O 1.21 -5.98 -2.59 -0.173
C 0.86 -4.62 -2.52 -0.228
C -0.32 -4.41 -3.47 -0.168
N -0.99 -3.12 -3.26 -0.063
C -2.12 -3.04 -4.23 -0.214
C -3.12 -1.98 -3.84 -0.195
O -2.37 -0.79 -3.61 -0.282
C -3.17 0.37 -3.43 -0.056
H 2.11 -6.08 -0.76 0.073
H 3.17 -5.59 -2.02 0.091
H 2.72 -7.29 -1.90 0.097
H 1.71 -4.01 -2.85 0.105
H 0.54 -4.45 -1.48 0.122
H -1.00 -5.22 -3.18 0.124
H 0.09 -4.54 -4.47 0.137
H -1.43 -3.15 -2.34 0.105
H -2.63 -4.01 -4.27 0.121
H -1.78 -2.98 -5.27 0.123
H -3.67 -2.33 -2.96 0.129
H -3.86 -1.82 -4.62 0.141
H -2.77 1.06 -2.70 0.079
H -4.20 0.10 -3.19 0.103
H -3.30 0.94 -4.36 0.103
C -1.01 7.81 -3.34 -0.111
O -0.08 6.84 -2.87 -0.172
C -0.73 5.69 -2.35 -0.236
C -1.36 5.87 -0.98 -0.205
N -2.03 4.66 -0.56 -0.070
C -2.56 4.61 0.78 -0.180
C -3.50 3.40 0.87 -0.240
O -4.81 3.71 0.46 -0.193
C -5.62 4.28 1.47 -0.093
H -0.82 7.98 -4.41 0.082
H -0.90 8.77 -2.84 0.087
H -2.05 7.49 -3.30 0.083
H 0.15 5.05 -2.18 0.111
H -1.44 5.21 -3.04 0.123
H -2.15 6.63 -1.05 0.120
H -0.61 6.17 -0.24 0.115
H -1.64 3.79 -0.90 0.055
H -3.08 5.55 0.96 0.117
H -1.78 4.51 1.56 0.112
H -3.45 2.92 1.87 0.101
H -3.13 2.55 0.28 0.110
H -5.89 3.56 2.24 0.078
H -6.48 4.64 0.90 0.092
H -5.17 5.21 1.86 0.086
C 5.13 -0.33 -1.15 -0.116
O 6.39 0.23 -0.85 -0.184
C 6.64 0.40 0.54 -0.188
C 5.80 1.56 1.11 -0.196
N 5.31 1.53 2.48 -0.035
C 4.51 0.33 2.67 -0.216
C 3.95 0.28 4.11 -0.216
O 4.97 0.55 5.05 -0.185
C 4.46 0.62 6.36 -0.117
H 5.05 -0.31 -2.23 0.063
H 4.24 0.14 -0.72 0.076
H 5.13 -1.38 -0.83 0.092
H 7.70 0.65 0.61 0.123
H 6.50 -0.57 1.03 0.109
H 4.98 1.84 0.44 0.100
H 6.38 2.48 0.99 0.123
H 6.10 1.50 3.11 0.118
H 4.99 -0.64 2.53 0.109
H 3.57 0.41 2.13 0.112
H 3.47 -0.68 4.31 0.127
H 3.24 1.12 4.15 0.103
H 4.04 -0.34 6.66 0.086
H 3.69 1.37 6.55 0.090
H 5.29 0.85 7.02 0.088
C 2.29 -3.70 1.44 -0.103
O 1.07 -3.15 1.89 -0.186
C 0.00 -4.09 1.90 -0.207
C -1.15 -3.62 2.79 -0.177
N -2.14 -2.79 2.12 -0.079
C -3.39 -2.67 2.84 -0.196
C -4.34 -1.67 2.18 -0.208
O -4.35 -0.48 2.95 -0.195
C -5.44 0.37 2.61 -0.094
H 3.03 -3.82 2.24 0.092
H 2.72 -2.94 0.78 0.080
H 2.20 -4.67 0.96 0.064
H 0.28 -5.03 2.39 0.129
H -0.35 -4.18 0.87 0.107
H -0.70 -3.10 3.64 0.125
H -1.69 -4.48 3.19 0.122
H -1.93 -2.03 1.51 0.066
H -3.28 -2.47 3.91 0.126
H -3.95 -3.62 2.80 0.113
H -5.33 -2.09 2.01 0.121
H -3.91 -1.38 1.20 0.120
H -5.53 1.11 3.41 0.089
H -6.34 -0.22 2.43 0.087
H -5.22 0.93 1.69 0.080
```

Values from the calculation:
Spin multiplicity = 1
Charge = +1
HOMO = -0.3484 Ha
LUMO level = -5.09 eV
Electronic energy = -4197.14033 Ha
Frontier orbital gap = 4.39 eV

---

2.
A 5-piece molecular cluster, C2H14O4S2 overall, computed with wB97M-V/def2-TZVPD.

The geometry in XYZ format:
```
22
Properties=species:S:1:pos:R:3:lowdin_charge:R:1
C -2.36 -3.85 2.30 -0.174
C -2.56 -2.42 2.84 -0.556
S -1.90 -1.08 1.72 0.372
S -2.45 0.69 2.39 0.301
H -2.01 -4.51 3.09 0.062
H -1.72 -3.79 1.33 0.084
H -3.22 -4.42 1.87 0.069
H -2.08 -2.30 3.72 0.010
H -3.63 -2.46 2.95 0.068
H -1.64 1.25 3.23 -0.235
O 4.23 1.57 -3.11 -0.096
H 4.27 0.71 -2.54 0.096
H 4.44 2.16 -2.38 -0.024
O 3.59 4.77 -3.56 -0.054
H 3.34 4.34 -2.77 -0.015
H 3.57 4.02 -4.20 0.054
O 5.04 3.50 -0.61 -0.071
H 4.92 4.50 -0.63 0.081
H 5.71 3.47 -1.30 0.029
O -5.46 -1.82 -1.56 -0.006
H -5.40 -2.21 -0.75 -0.034
H -4.68 -2.14 -2.02 0.038
```

Values from the calculation:
Spin multiplicity = 1
Structure (SMILES) = CCSS.O.O.O.O
HOMO = -0.3408 Ha
LUMO level = 0.45 eV
Electronic energy = -1181.86185 Ha
Frontier orbital gap = 9.73 eV

---

3.
An isolated ion of composition C9H8NS and charge +1, computed with wB97M-V/def2-TZVPD.

The geometry in XYZ format:
```
19
Properties=species:S:1:pos:R:3:lowdin_charge:R:1
C -0.27 3.00 -0.19 0.322
N -0.49 2.03 -0.73 0.161
C -0.81 0.72 -1.24 -0.328
C -2.29 0.47 -1.08 -0.527
S -2.90 -0.60 -2.19 0.803
C 0.09 -0.16 -0.31 -0.216
C -0.20 -0.04 1.10 -0.024
C 0.59 -0.82 1.93 -0.084
C 1.61 -1.59 1.44 -0.083
C 1.82 -1.66 0.08 -0.076
C 1.05 -0.97 -0.82 -0.053
H -0.19 3.96 0.40 0.177
H -0.53 0.69 -2.36 0.177
H -3.00 0.81 -0.42 0.028
H -1.19 0.46 1.38 0.138
H 0.49 -0.86 3.02 0.121
H 2.32 -2.09 2.15 0.137
H 2.79 -2.31 -0.20 0.166
H 1.13 -1.02 -1.98 0.162
```

Values from the calculation:
Spin multiplicity = 1
Charge = +1
Structure (SMILES) = C#[N+][C@H](C=S)c1ccccc1
HOMO = -0.4703 Ha
LUMO level = -4.64 eV
Electronic energy = -800.30430 Ha
Frontier orbital gap = 8.15 eV

---

4.
C12H36F4InN2O14S4 as an isolated structure, computed with wB97M-V/def2-TZVPD.

The geometry in XYZ format:
```
73
Properties=species:S:1:pos:R:3:lowdin_charge:R:1
In -15.98 9.59 -10.89 1.127
N -14.76 11.92 -12.12 -0.250
S -13.71 12.82 -11.36 0.455
O -14.22 14.04 -10.85 -0.162
O -12.33 12.71 -11.70 -0.185
F -13.79 11.89 -10.03 -0.235
S -14.76 12.78 -13.56 0.496
O -13.57 12.72 -14.31 -0.175
O -15.48 13.99 -13.55 -0.157
F -15.70 11.74 -14.26 -0.164
N -16.13 8.29 -13.39 -0.261
S -15.13 8.59 -14.72 0.504
O -15.68 9.44 -15.70 -0.197
O -14.21 7.58 -15.15 -0.271
F -14.11 9.47 -13.88 -0.177
S -16.96 7.23 -14.21 0.419
O -16.32 5.95 -14.35 -0.219
O -17.84 7.65 -15.24 -0.219
F -18.06 6.95 -13.08 -0.176
C -16.46 7.00 -18.21 -0.009
C -14.99 6.48 -18.34 -0.224
O -14.73 5.60 -17.28 0.046
H -16.72 7.47 -19.16 0.096
H -16.46 7.76 -17.44 0.047
H -17.08 6.12 -18.03 0.087
H -14.23 7.26 -18.27 0.130
H -14.87 5.93 -19.27 0.127
H -14.57 6.08 -16.45 0.062
C -16.68 4.44 -9.96 -0.064
C -16.73 5.70 -10.76 -0.289
O -15.97 6.78 -10.15 -0.214
H -15.90 3.73 -10.24 0.071
H -17.56 3.81 -10.14 0.089
H -16.81 4.67 -8.90 0.092
H -17.70 6.20 -10.77 0.110
H -16.50 5.59 -11.82 0.081
H -15.24 6.38 -9.68 0.075
C -13.67 4.54 -12.87 -0.092
C -12.72 4.16 -11.74 -0.282
O -13.32 4.73 -10.57 -0.093
H -14.64 4.05 -12.79 0.075
H -13.30 4.22 -13.85 0.082
H -13.78 5.62 -12.93 0.057
H -11.77 4.64 -11.98 0.104
H -12.61 3.08 -11.64 0.119
H -12.93 4.32 -9.79 0.092
C -21.14 7.76 -17.24 -0.064
C -20.96 6.28 -17.38 -0.311
O -21.56 5.84 -18.58 -0.004
H -20.53 8.14 -16.41 0.071
H -22.18 8.00 -17.05 0.088
H -20.68 8.26 -18.09 0.087
H -21.42 5.74 -16.54 0.134
H -19.92 5.90 -17.31 0.122
H -21.50 4.88 -18.66 0.105
C -10.89 7.01 -14.76 -0.067
C -10.63 7.38 -16.20 -0.267
O -11.69 8.07 -16.78 0.024
H -11.77 6.41 -14.55 0.068
H -10.98 7.88 -14.09 0.069
H -10.08 6.43 -14.33 0.091
H -10.39 6.43 -16.72 0.144
H -9.72 7.95 -16.39 0.141
H -12.45 8.02 -16.19 0.052
C -11.40 9.66 -10.36 -0.056
C -12.16 9.34 -11.65 -0.314
O -13.08 8.28 -11.47 -0.130
H -12.08 9.52 -9.52 0.081
H -11.00 10.67 -10.39 0.077
H -10.56 8.97 -10.24 0.080
H -11.53 9.27 -12.54 0.113
H -12.80 10.21 -11.83 0.054
H -12.68 7.42 -11.31 0.086
```

Values from the calculation:
Spin multiplicity = 1
Charge = +1
HOMO = -0.4549 Ha
LUMO level = -10.69 eV
Electronic energy = -3823.33585 Ha
Frontier orbital gap = 1.69 eV

---

5.
A single C5H5NO2 molecule, computed with wB97M-V/def2-TZVPD.

The geometry in XYZ format:
```
13
Properties=species:S:1:pos:R:3:lowdin_charge:R:1
C -1.59 1.38 0.72 0.071
C -0.58 0.55 0.34 -0.327
O 0.58 0.54 0.96 0.058
C 1.61 0.09 0.18 -0.413
O 2.74 0.35 0.52 0.158
C 1.03 -0.86 -0.74 -0.144
N -0.04 -1.80 -0.16 0.098
C -0.42 -0.55 -0.83 -0.151
H -2.58 1.32 0.13 0.091
H -1.20 2.24 1.37 0.099
H 1.41 -0.96 -1.72 0.143
H -0.07 -1.67 0.98 0.193
H -0.90 -0.63 -1.75 0.124
```

Values from the calculation:
Spin multiplicity = 1
Structure (SMILES) = C=C1OC(=O)[C@H]2N[C@@H]12
HOMO = -0.3502 Ha
LUMO level = 0.70 eV
Electronic energy = -398.65588 Ha
Frontier orbital gap = 10.23 eV

---

6.
A 4-piece molecular cluster, H8O4 overall, computed with wB97M-V/def2-TZVPD.

The geometry in XYZ format:
```
12
Properties=species:S:1:pos:R:3:lowdin_charge:R:1
O -1.45 -2.56 -0.50 -0.050
H -2.31 -2.59 -0.06 0.037
H -0.95 -1.89 -0.02 0.008
O -0.26 0.32 -1.34 -0.045
H -0.53 0.07 -0.45 0.016
H -1.01 0.82 -1.68 0.058
O 1.63 -0.73 2.01 -0.057
H 2.46 -0.49 1.59 0.041
H 1.18 0.11 2.15 0.026
O 0.27 2.82 -0.35 -0.062
H -0.52 3.27 -0.02 0.037
H 0.15 1.90 -0.08 -0.011
```

Values from the calculation:
Spin multiplicity = 1
Structure (SMILES) = O.O.O.O
HOMO = -0.4158 Ha
LUMO level = 0.09 eV
Electronic energy = -305.72891 Ha
Frontier orbital gap = 11.40 eV

---

7.
C14H8Cl2F8N2O4RhS2 as an isolated structure, computed with wB97M-V/def2-TZVPD.

The geometry in XYZ format:
```
41
Properties=species:S:1:pos:R:3:lowdin_charge:R:1
Rh -0.14 -1.04 0.56 0.905
F -2.31 1.86 -3.30 0.187
C -2.54 1.63 -2.03 -0.662
F -1.95 2.59 -1.30 0.142
F -3.84 1.68 -1.79 0.179
S -1.82 0.01 -1.41 0.618
O -0.38 0.12 -1.54 -0.328
O -2.22 -0.02 -0.02 -0.334
N -2.44 -1.10 -2.30 -0.263
S -2.11 -2.58 -1.85 0.631
O -3.09 -3.53 -2.18 -0.200
O -1.59 -2.61 -0.49 -0.434
C -0.53 -2.98 -2.82 -0.645
F -0.45 -4.26 -3.12 0.172
F 0.51 -2.69 -2.01 0.059
F -0.38 -2.26 -3.92 0.167
F -3.08 2.43 2.95 0.131
C -1.89 2.18 2.43 -0.242
C -1.33 0.93 2.59 -0.024
C -0.12 0.64 1.95 -0.061
C 0.60 1.67 1.28 -0.087
C 0.01 2.94 1.19 -0.200
F 0.63 3.92 0.53 0.115
C -1.22 3.21 1.77 0.143
C 1.85 1.31 0.63 -0.210
C 2.90 2.20 0.36 0.034
C 3.99 1.74 -0.35 -0.012
C 4.04 0.41 -0.75 -0.009
C 2.97 -0.42 -0.42 -0.108
N 1.93 0.03 0.26 0.016
H -1.87 0.20 3.18 0.111
H -1.63 4.21 1.73 0.156
H 2.85 3.22 0.70 0.124
H 4.79 2.41 -0.60 0.124
H 4.87 0.02 -1.31 0.120
H 2.97 -1.46 -0.72 0.103
Cl 1.33 -3.10 1.06 0.651
C 0.46 -3.43 2.56 -0.848
Cl -1.06 -2.52 2.45 0.667
H 1.04 -3.04 3.40 0.054
H 0.25 -4.49 2.65 0.058
```

Values from the calculation:
Spin multiplicity = 5
Charge = +1
HOMO (spin up / spin down) = -0.4584 / -0.4684 Ha
LUMO level (spin up / spin down) = -3.65 / -6.98 eV
Electronic energy = -3574.60034 Ha
Frontier orbital gap (spin up / spin down) = 8.83 / 5.76 eV

---

Relative energy (zero: lowest compared OMol25 entry of this formula, charge and spin) for the records above, in order: 3.76 45.27 44.64 0.00 76.93 31.56 24.08 kcal per mole